Entry from the OMol25 dataset: 2 unconnected molecules or ions with the total composition C5H11N3O2 at a distorted geometry (the ωB97M-V functional and the def2-TZVPD basis).

Last column: natural (NBO) charge in e.
Cartesian coordinates (Å):
C -2.341 1.764 0.480  -0.409
N -1.517 0.817 -0.252  -0.627
C -0.735 -0.062 0.459  0.779
O -0.422 0.184 1.623  -0.652
N -0.007 -0.924 -0.328  -0.446
C -0.428 -1.333 -1.654  -0.422
C 1.263 -1.394 0.157  -0.308
C 1.173 -2.774 0.700  0.249
N 0.908 -3.688 1.386  -0.296
H -3.001 1.266 1.205  0.199
H -1.711 2.486 1.013  0.214
H -2.961 2.305 -0.244  0.202
H -1.935 0.466 -1.104  0.384
H -0.626 -0.456 -2.283  0.199
H 0.391 -1.851 -2.164  0.220
H -1.291 -2.016 -1.616  0.209
H 2.031 -1.383 -0.629  0.225
H 1.589 -0.731 0.968  0.278
O 3.575 2.611 0.709  -0.944
H 3.367 1.691 0.489  0.467
H 2.679 3.022 1.084  0.478

The energy above the lowest of the compared OMol25 structures with the same formula, charge and spin comes out at 1.6365 eV. The total charge is 0. Its structure (SMILES) is CNC(=O)N(C)CC#N.O. The calculation puts the HOMO energy at -9.90 eV.

Entry from the OMol25 dataset: 16 unconnected molecules or ions with the total composition C16H64N32O16 at a distorted geometry (the ωB97M-V functional and the def2-TZVPD basis).

Last column: Mulliken spin population.
Cartesian coordinates (Å):
C -0.948 -4.202 2.241  0.000
O -1.082 -5.185 1.560  0.000
N -1.243 -4.295 3.470  0.000
N -0.642 -2.998 1.920  0.000
H -1.481 -3.565 4.126  0.000
H -1.637 -5.185 3.739  0.000
H -0.552 -2.334 2.676  0.000
H -0.282 -2.727 1.015  0.000
C 2.901 3.664 3.659  -0.022
O 3.897 3.436 2.969  0.235
N 1.796 3.147 3.248  0.014
N 2.824 4.513 4.660  0.007
H 1.916 2.564 2.432  0.002
H 1.000 3.184 3.869  0.001
H 3.624 5.087 4.886  -0.002
H 1.996 4.513 5.239  0.001
C -4.121 0.134 -0.429  0.000
O -3.474 0.585 0.494  0.000
N -5.198 0.767 -0.962  0.000
N -3.763 -1.038 -1.049  0.000
H -5.577 1.590 -0.515  0.000
H -5.820 0.226 -1.546  0.000
H -4.293 -1.409 -1.825  0.000
H -3.002 -1.582 -0.670  0.000
C -2.577 1.001 -4.005  0.000
O -3.615 0.410 -3.969  0.000
N -1.533 0.676 -3.350  0.000
N -2.352 1.967 -4.887  0.000
H -1.764 0.027 -2.611  0.000
H -0.681 1.217 -3.386  0.000
H -3.061 2.371 -5.482  0.000
H -1.392 2.087 -5.178  0.000
C 0.391 5.371 -0.996  -0.001
O 0.613 6.206 -1.833  0.000
N 0.556 4.097 -1.094  -0.001
N -0.196 5.623 0.130  0.000
H 0.423 3.485 -0.301  0.002
H 0.591 3.732 -2.035  0.000
H -0.225 6.633 0.141  0.000
H -0.630 4.880 0.658  0.000
C 0.331 -2.276 -3.274  0.000
O -0.399 -2.319 -2.332  0.000
N 0.185 -1.345 -4.168  0.000
N 1.194 -3.188 -3.685  0.000
H -0.497 -0.633 -3.949  0.000
H 0.689 -1.430 -5.039  0.000
H 1.136 -4.096 -3.245  0.000
H 1.764 -3.135 -4.517  0.000
C 0.088 0.517 0.160  0.004
O 0.083 1.637 0.661  0.001
N 1.212 -0.115 -0.066  -0.010
N -0.902 -0.211 -0.191  0.000
H 2.047 0.380 0.212  0.010
H 1.250 -1.054 -0.436  0.000
H -0.684 -1.036 -0.732  0.000
H -1.850 0.029 0.061  0.000
C -3.704 3.917 -0.155  0.000
O -4.556 3.719 0.694  0.000
N -3.616 5.045 -0.735  0.000
N -2.935 3.011 -0.745  0.000
H -3.007 5.302 -1.499  0.000
H -4.168 5.814 -0.381  0.000
H -2.458 3.328 -1.578  0.000
H -3.054 2.044 -0.480  0.000
C -4.958 -2.693 2.037  0.000
O -5.600 -2.821 0.986  0.000
N -5.283 -3.250 3.141  0.000
N -3.819 -2.116 2.103  0.000
H -4.472 -3.484 3.695  0.000
H -6.031 -3.886 2.903  0.000
H -3.575 -1.383 1.452  0.000
H -3.386 -1.974 3.004  0.000
C 3.530 1.557 -3.289  -0.001
O 4.658 1.929 -3.672  0.009
N 2.487 2.403 -3.298  0.001
N 3.188 0.385 -2.914  0.004
H 2.636 3.334 -3.661  0.000
H 1.591 1.955 -3.168  0.000
H 2.237 0.264 -2.596  0.000
H 3.857 -0.335 -2.681  0.001
C 5.262 1.996 -0.159  -0.016
O 6.019 1.075 0.067  0.185
N 4.105 2.058 0.412  0.502
N 5.553 3.032 -0.811  0.096
H 3.883 1.193 0.884  -0.001
H 3.957 2.974 0.811  -0.027
H 6.188 2.634 -1.488  -0.003
H 4.946 3.828 -0.948  0.001
C -1.902 3.256 3.801  0.000
O -0.836 3.531 4.351  0.003
N -3.075 3.270 4.328  0.000
N -1.946 2.806 2.642  0.000
H -3.989 3.119 3.925  0.000
H -3.009 3.640 5.266  0.000
H -1.176 2.857 1.991  0.000
H -2.831 2.472 2.289  0.000
C 1.794 -4.501 -0.242  0.000
O 1.738 -3.300 0.114  0.000
N 1.638 -5.524 0.557  0.000
N 2.301 -4.871 -1.406  0.000
H 1.162 -5.453 1.446  0.000
H 2.267 -6.266 0.286  0.000
H 2.996 -4.268 -1.824  0.000
H 2.415 -5.854 -1.606  0.000
C 4.754 -2.033 -1.420  -0.001
O 4.349 -2.977 -2.057  0.001
N 4.498 -1.790 -0.137  0.001
N 5.654 -1.169 -1.861  0.002
H 3.823 -2.294 0.421  0.000
H 5.005 -1.045 0.318  0.001
H 5.923 -1.345 -2.819  0.000
H 5.933 -0.350 -1.341  0.000
C -2.771 -4.636 -1.556  0.000
O -2.622 -4.755 -2.798  0.000
N -3.833 -4.906 -0.876  0.000
N -2.028 -3.972 -0.789  0.000
H -4.623 -5.160 -1.451  0.000
H -3.976 -4.844 0.122  0.000
H -2.080 -4.225 0.188  0.000
H -1.198 -3.579 -1.210  0.000
C 2.721 -0.623 2.999  -0.002
O 3.248 0.056 2.206  0.002
N 2.140 -1.761 2.767  0.000
N 2.564 -0.285 4.272  0.000
H 2.123 -2.152 1.836  0.000
H 1.705 -2.237 3.544  0.000
H 2.753 0.683 4.490  0.000
H 1.874 -0.764 4.832  0.000

The energy above the lowest of the compared OMol25 structures with the same formula, charge and spin comes out at 2.0386 eV. The total charge is +1. The calculation puts the HOMO energy (alpha / beta) at -10.62 / -10.62 eV. As for the multiplicity: 2.

Entry from the OMol25 dataset: a molecular structure, C8H9N2PS2 at a distorted geometry (the ωB97M-V functional and the def2-TZVPD basis).

Last column: natural (NBO) charge in e.
Cartesian coordinates (Å):
C -1.616 1.953 2.101  -0.935
P -1.821 1.194 0.396  0.753
C -1.340 2.595 -0.801  -0.915
C -0.470 -0.092 0.077  -0.297
C -0.818 -1.209 -0.891  -0.221
C 0.196 -2.196 -1.204  -0.147
S -0.107 -3.553 -2.399  0.019
C 1.535 -2.066 -0.514  0.085
N 2.621 -2.929 -0.697  -0.586
S 3.866 -2.379 0.267  0.872
N 3.215 -1.030 1.025  -0.565
C 1.954 -0.984 0.482  0.108
C 0.842 0.013 0.709  -0.215
H -2.039 1.323 2.929  0.247
H -0.527 2.166 2.331  0.217
H -2.227 2.906 2.098  0.244
H -2.077 3.435 -0.797  0.241
H -1.214 2.116 -1.818  0.242
H -0.299 2.910 -0.484  0.219
H -1.833 -1.270 -1.352  0.246
H 1.176 -3.804 -2.847  0.165
H 0.984 0.898 1.388  0.222

The energy above the lowest of the compared OMol25 structures with the same formula, charge and spin comes out at 1.9854 eV. The total charge is 0. The calculation puts the HOMO energy at -8.34 eV.

Entry from the OMol25 dataset: a molecular structure, C6H8N2O at a distorted geometry (the ωB97M-V functional and the def2-TZVPD basis).

Last column: natural (NBO) charge in e.
Cartesian coordinates (Å):
C 0.892 -0.788 1.863  -0.695
C 1.914 -0.707 0.684  0.664
C 0.104 0.080 -0.805  0.273
C -0.839 -0.725 -1.119  -0.321
C -2.088 0.074 -1.158  -0.317
C -1.679 1.276 -0.841  -0.032
H -0.036 -1.366 1.363  0.249
H 1.109 -1.288 2.768  0.238
H 0.608 0.502 2.166  0.205
H 2.068 0.661 -0.716  0.389
H -0.944 -1.810 -1.177  0.237
H -3.118 -0.231 -1.536  0.239
H -2.392 2.323 -0.650  0.206
H 0.202 2.170 -0.407  0.422
N 1.533 -0.155 -0.565  -0.641
N -0.357 1.318 -0.642  -0.552
O 3.024 -1.333 0.774  -0.563

The energy above the lowest of the compared OMol25 structures with the same formula, charge and spin comes out at 2.8038 eV. The total charge is 0. The calculation puts the HOMO energy at -8.83 eV.

Entry from the OMol25 dataset: a molecular structure, C23H55AuN3O2S3SbSi3 at a distorted geometry (the ωB97M-V functional and the def2-TZVPD basis).

Last column: Mulliken charge in e.
Cartesian coordinates (Å):
Au 0.467 -0.503 -0.057  0.377
C -2.056 -1.890 -5.009  -0.703
C -1.003 -0.790 -5.067  -0.790
S -0.276 -0.301 -3.486  0.053
C -1.699 0.417 -2.659  0.031
C -2.589 -0.513 -1.852  -0.464
S -1.764 -1.521 -0.610  -0.107
C -1.400 -3.113 -1.445  0.642
C -2.250 -3.533 -2.656  -1.169
S -1.461 -3.430 -4.283  -0.015
H -2.351 -2.134 -6.030  0.477
H -2.965 -1.566 -4.504  0.330
H -1.409 0.103 -5.546  0.399
H -0.153 -1.118 -5.664  0.495
H -2.302 0.935 -3.410  0.921
H -1.298 1.163 -1.987  -1.306
H -3.139 -1.186 -2.498  0.213
H -3.335 0.050 -1.286  0.302
H -1.543 -3.822 -0.629  0.577
H -0.349 -3.128 -1.691  -0.660
H -3.234 -3.071 -2.698  0.612
H -2.448 -4.598 -2.538  0.424
C 2.009 -4.452 -2.860  -1.493
C 2.680 -4.164 -1.524  1.562
C 2.783 -5.444 -0.707  -1.876
C 4.073 -3.573 -1.749  -1.671
N 1.778 -3.277 -0.720  -0.208
N 1.782 -1.910 -1.183  -0.471
H 2.637 -5.121 -3.449  0.529
H 1.858 -3.551 -3.462  0.278
H 1.040 -4.934 -2.714  0.299
H 3.302 -6.213 -1.279  0.444
H 1.791 -5.820 -0.446  0.399
H 3.350 -5.279 0.216  0.428
H 4.731 -4.338 -2.165  0.516
H 4.515 -3.218 -0.818  0.336
H 4.061 -2.745 -2.464  0.343
H 2.130 -3.238 0.230  0.393
H 1.511 -1.903 -2.163  0.063
H 2.726 -1.532 -1.090  0.322
C 2.219 3.956 0.847  -0.994
Si 1.323 3.372 2.337  0.299
C 2.437 2.501 3.506  -0.955
C 0.361 4.668 3.208  -0.933
Sb -0.452 1.644 1.380  0.614
Si -2.610 1.094 2.794  0.407
C -3.936 0.693 1.584  -0.827
C -2.917 2.644 3.736  -0.963
C -2.264 -0.364 3.849  -1.040
Si -1.488 3.591 -0.575  0.507
C -3.206 3.165 -1.060  -1.102
C -0.216 3.531 -1.908  -0.890
C -1.496 5.170 0.354  -1.103
H 3.096 4.535 1.155  0.478
H 1.597 4.605 0.230  0.206
H 2.566 3.116 0.239  0.325
H 3.108 3.257 3.929  0.570
H 3.054 1.748 3.010  0.185
H 1.878 2.043 4.322  0.220
H 1.065 5.270 3.795  0.427
H -0.358 4.231 3.904  0.216
H -0.166 5.337 2.534  0.315
H -4.059 1.448 0.810  0.116
H -4.890 0.600 2.116  0.496
H -3.726 -0.275 1.121  0.207
H -3.021 3.508 3.074  0.285
H -2.091 2.829 4.428  0.254
H -3.835 2.562 4.329  0.445
H -1.949 -1.219 3.244  0.278
H -3.199 -0.631 4.354  0.463
H -1.501 -0.162 4.600  0.254
H -3.363 2.161 -1.440  0.193
H -3.456 3.875 -1.861  0.465
H -3.893 3.350 -0.233  0.427
H 0.124 2.535 -2.176  0.165
H 0.652 4.120 -1.616  0.388
H -0.645 3.993 -2.809  0.472
H -1.942 5.093 1.347  0.299
H -2.133 5.840 -0.239  0.474
H -0.505 5.618 0.436  0.336
O 3.822 -1.406 0.553  -0.598
C 3.180 -1.152 1.537  0.020
C 3.574 -1.449 2.969  -0.574
C 2.394 -0.935 3.796  -0.367
C 1.497 -0.309 2.768  -0.129
O 0.484 0.346 3.053  -0.479
N 1.921 -0.503 1.512  -0.022
H 4.511 -0.939 3.186  0.354
H 3.760 -2.516 3.072  0.300
H 2.659 -0.198 4.550  0.285
H 1.834 -1.724 4.299  0.395

The total charge is +2. The calculation puts the HOMO energy (alpha / beta) at -13.05 / -13.05 eV.